1.
Computed, not measured: a molecular structure, C48H40AsIIrO4P2S4Sb, with ωB97M-V/def2-TZVPD.

```
102
Properties=species:S:1:pos:R:3:forces:R:3:lowdin_charge:R:1
Ir 2.471392 -0.227993 0.064858 0.21 -0.18 -0.36 0.29
S 1.542562 -2.004940 5.189942 -0.03 -0.01 -0.03 -0.25
Sb 3.103725 -1.126334 3.856351 -0.06 0.04 0.00 0.62
S 1.563390 -0.125741 2.234829 0.00 -0.11 0.04 0.02
S 4.680365 0.048577 0.999182 -0.09 0.11 0.08 0.50
I 3.620046 -0.385801 -2.369212 -0.07 0.02 0.11 1.28
C 2.922946 1.204384 -3.521099 -0.05 0.00 0.05 -0.59
C 2.908543 0.914843 -4.857947 -0.02 -0.01 0.00 -0.17
C 2.634326 1.904609 -5.816784 -0.01 0.00 0.00 -0.07
C 2.432145 3.180219 -5.396636 0.00 0.00 0.00 -0.03
C 2.440527 3.508908 -4.018099 0.00 -0.01 -0.01 -0.16
C 2.295190 4.870629 -3.668571 0.00 0.00 0.01 -0.02
C 2.326465 5.256485 -2.366652 0.00 0.00 0.00 -0.04
C 2.399671 4.270939 -1.372494 0.02 0.00 -0.01 -0.10
C 2.502353 2.921703 -1.636669 -0.01 0.00 0.01 -0.28
P 2.117734 1.981326 -0.067258 0.10 0.05 -0.04 0.84
C 3.248815 2.859992 1.067964 0.03 0.00 -0.08 -0.41
C 4.572904 2.959920 0.636405 0.01 0.02 -0.01 -0.19
C 5.533463 3.553923 1.438768 0.00 0.01 0.02 -0.07
C 5.179520 4.065226 2.678124 0.02 -0.01 -0.01 -0.07
C 3.864211 3.979225 3.108002 -0.02 0.00 0.01 -0.06
C 2.900518 3.378994 2.309940 0.00 -0.03 0.03 -0.08
C 0.409712 2.586635 0.197147 -0.01 0.02 0.02 -0.34
C -0.355224 3.003689 -0.896328 -0.03 -0.01 0.00 -0.10
C -1.686267 3.357212 -0.740031 -0.01 -0.01 0.01 -0.07
C -2.271919 3.329028 0.517327 -0.01 -0.01 -0.01 -0.08
C -1.518630 2.936339 1.612153 0.00 -0.04 0.01 -0.07
C -0.195504 2.551022 1.454756 -0.02 -0.04 -0.02 -0.13
C 2.622138 2.506866 -3.011473 -0.02 -0.03 0.00 -0.18
H 3.127207 -0.092115 -5.187903 0.00 0.00 0.00 0.09
H 2.622889 1.648944 -6.867471 0.00 0.00 0.00 0.11
H 2.271225 3.980469 -6.108176 0.00 0.00 0.00 0.12
H 2.178974 5.595179 -4.465077 0.00 0.00 0.00 0.12
H 2.246465 6.297570 -2.085323 0.00 0.00 0.00 0.11
H 2.313749 4.600768 -0.345176 0.00 -0.01 0.01 0.12
H 4.858488 2.575375 -0.335868 0.00 0.00 0.01 0.09
H 6.557484 3.611136 1.094400 0.00 0.00 0.00 0.11
H 5.927435 4.527774 3.308623 0.00 0.00 0.00 0.11
H 3.581489 4.377039 4.073825 0.00 0.00 0.00 0.11
H 1.884997 3.327334 2.668231 0.01 0.00 0.01 0.09
H 0.077107 3.053127 -1.887045 -0.01 0.01 0.01 0.10
H -2.264233 3.655837 -1.604996 0.00 0.00 0.00 0.11
H -3.312336 3.601055 0.638243 0.00 0.00 0.01 0.11
H -1.962630 2.896570 2.597494 -0.02 -0.01 0.02 0.10
H 0.342522 2.168764 2.307673 -0.01 -0.01 0.01 0.03
C -1.165866 -0.448048 0.256000 0.02 0.01 0.03 -0.40
C -2.418502 -1.266513 -0.024403 0.02 -0.03 -0.04 -0.42
As -4.021615 -0.448643 0.798919 0.00 0.01 0.00 1.30
C -5.143264 -2.045928 0.676353 -0.02 0.00 0.01 -0.41
C -5.322224 -2.656647 -0.563263 0.00 0.00 0.00 -0.13
C -6.146855 -3.764569 -0.694385 0.01 0.00 0.00 -0.09
C -6.813593 -4.269768 0.412878 0.00 0.00 0.01 -0.10
C -6.651440 -3.660359 1.648136 0.00 0.00 0.00 -0.09
C -5.821133 -2.555099 1.779789 0.01 0.00 0.00 -0.11
C -3.465855 -0.589429 2.661271 0.01 0.02 -0.01 -0.43
C -2.798830 -1.705062 3.163341 0.00 -0.01 0.01 -0.12
C -2.325519 -1.716371 4.465590 0.00 -0.01 0.01 -0.08
C -2.534766 -0.617268 5.290158 0.01 0.00 0.00 -0.08
C -3.226784 0.483919 4.811987 0.00 -0.01 0.00 -0.09
C -3.685171 0.497931 3.499189 0.02 0.03 -0.02 -0.15
P 0.358709 -1.148104 -0.486956 -0.10 0.01 0.06 0.89
C -0.150112 -1.200788 -2.236616 0.00 0.02 0.01 -0.35
C -0.095806 0.006791 -2.926510 0.03 0.01 -0.03 -0.12
C -0.596639 0.120028 -4.213786 0.02 -0.01 0.00 -0.07
C -1.155596 -0.988855 -4.832790 0.01 0.00 0.00 -0.08
C -1.224647 -2.196200 -4.151550 0.00 0.01 -0.01 -0.07
C -0.734989 -2.302613 -2.857047 -0.01 -0.01 -0.01 -0.08
C 0.404137 -2.859507 0.110012 -0.02 -0.04 -0.05 -0.36
C 0.940474 -3.886048 -0.666571 -0.01 -0.01 0.03 -0.12
C 1.085471 -5.157859 -0.139087 -0.01 0.01 0.00 -0.07
C 0.714981 -5.412890 1.174894 0.00 -0.01 -0.01 -0.06
C 0.202913 -4.392560 1.960182 0.01 0.01 0.01 -0.06
C 0.045954 -3.120569 1.430911 0.05 0.02 0.00 -0.12
H -0.981490 -0.340448 1.326621 -0.01 0.01 0.00 0.03
H -1.271410 0.557320 -0.155006 0.01 0.07 -0.01 0.06
H -2.318660 -2.293547 0.329152 -0.01 0.02 0.00 0.07
H -2.619810 -1.305982 -1.096049 0.01 -0.01 -0.02 0.05
H -4.815497 -2.269411 -1.440804 0.00 0.00 0.00 0.09
H -6.269885 -4.232849 -1.662868 0.00 0.00 0.00 0.10
H -7.457313 -5.134011 0.312542 0.00 0.00 0.00 0.10
H -7.168842 -4.048406 2.516441 0.00 0.00 0.00 0.10
H -5.693656 -2.096116 2.752705 0.00 0.00 0.00 0.10
H -2.642469 -2.572630 2.532296 0.00 -0.01 0.00 0.10
H -1.777784 -2.572596 4.836767 0.02 0.01 0.00 0.09
H -2.149922 -0.623070 6.301463 0.01 0.00 0.00 0.11
H -3.402175 1.336983 5.455577 0.00 0.00 0.00 0.10
H -4.214414 1.366222 3.121484 0.01 0.01 0.00 0.08
H 0.332617 0.875482 -2.441087 0.04 0.00 -0.01 0.07
H -0.543819 1.069995 -4.731519 0.00 0.00 0.00 0.11
H -1.543072 -0.911739 -5.840528 0.00 0.00 0.00 0.10
H -1.671144 -3.061098 -4.625084 0.00 0.00 0.00 0.11
H -0.824215 -3.242002 -2.328741 -0.02 0.02 -0.01 0.10
H 1.286954 -3.686544 -1.672776 0.01 0.00 0.01 0.11
H 1.518036 -5.942760 -0.745450 0.00 0.00 0.00 0.11
H 0.850242 -6.402425 1.591854 0.00 0.00 0.00 0.11
H -0.043480 -4.566411 2.999432 0.00 -0.01 0.00 0.11
H -0.303990 -2.325589 2.074863 0.00 0.02 0.01 0.06
O 4.813154 -3.942846 0.631351 0.01 -0.03 -0.01 -0.23
S 4.128144 -2.748385 0.977393 -0.17 -0.01 -0.09 0.32
O 5.211456 -1.606967 1.036932 0.06 0.03 -0.05 -0.70
O 3.189337 -2.279973 -0.091440 -0.04 0.11 0.25 -0.60
O 3.413727 -2.783862 2.259873 0.17 -0.05 0.07 -0.54
```
Forces are in eV/Å.

Values from the calculation:
HOMO-LUMO gap in eV: 6.31
HOMO level in eV: -7.1
Energy relative to the best compared isomer or geometry (same formula, charge and spin) in kJ/mol: 0.00

2.
Computed, not measured: 10 unconnected molecules or ions with the total composition C48H40BF4O30 in a non-equilibrium geometry, with ωB97M-V/def2-TZVPD.

```
123
Properties=species:S:1:pos:R:3:forces:R:3:lowdin_charge:R:1
B -0.129533 -0.118766 0.325123 1.53 2.74 0.16 -1.32
F 1.120271 -0.701744 0.161634 0.81 -0.58 -1.05 0.13
F -0.206081 0.051175 1.695800 -1.08 0.04 0.95 0.13
F -0.074610 1.207074 -0.309920 -0.02 -0.57 0.14 0.05
F -1.134307 -0.782391 -0.219451 -1.68 -1.43 -0.82 0.23
C -1.649012 4.242087 -5.242771 -7.74 1.75 -3.24 0.10
C -3.141550 4.595939 -5.733868 5.77 -2.43 3.42 -0.11
C -4.283856 4.366220 -4.732105 3.71 -1.98 3.39 -0.38
O -5.376824 4.791384 -4.895846 -2.20 0.96 -1.64 0.12
C -3.906092 3.624685 -3.484801 4.60 -1.62 2.79 0.11
C -2.477852 3.359630 -3.057001 -4.37 -1.17 0.02 -0.14
C -1.384234 3.678621 -3.965116 4.70 1.42 0.27 -0.37
O -0.161071 3.590746 -3.580914 -3.62 -0.47 -0.82 0.04
O -2.128178 2.648380 -1.926157 -4.19 1.69 -2.03 0.09
O -3.594901 5.026803 -6.889684 1.03 -0.25 0.91 0.13
H -1.012808 4.402100 -6.064123 1.45 0.05 -0.22 0.08
H -4.610427 3.186986 -2.716316 0.36 1.01 -1.37 0.13
H -1.217775 2.485780 -1.803082 2.43 0.20 -0.05 0.05
H -4.506518 5.035032 -6.569360 -1.74 0.79 -1.23 0.09
C 4.047764 1.723097 3.603110 -5.58 -7.52 2.64 0.13
C 2.662131 0.956098 3.436434 5.60 4.86 0.09 -0.14
C 2.535544 -0.403854 3.881213 1.68 -2.20 1.83 -0.39
O 1.552865 -1.075898 3.622871 -0.10 0.14 -0.25 0.10
C 3.679765 -0.960045 4.634148 5.19 2.09 1.96 0.10
C 4.979106 -0.156849 5.072852 -6.45 -2.32 -3.27 -0.16
C 5.122193 1.262742 4.545321 -0.69 0.13 -1.78 -0.36
O 6.145867 1.886757 4.747470 -0.40 -0.15 0.23 0.10
O 6.009374 -0.683546 5.670962 -0.32 -0.69 1.08 0.12
O 1.617281 1.463225 2.814908 3.10 2.15 0.75 0.15
H 4.051826 2.583897 3.141397 0.48 4.57 -2.08 0.04
H 3.723058 -2.046290 4.847809 -0.33 0.80 -0.09 0.11
H 5.685633 -1.487826 6.132147 0.55 0.32 -0.45 0.15
H 1.011452 0.770434 2.703492 -2.41 -2.11 -0.71 0.04
C -0.734561 0.746125 -7.184521 7.37 0.55 0.87 0.11
C 0.761277 0.798985 -6.926839 -4.41 0.07 -1.42 -0.11
C 1.319881 0.640432 -5.533932 -2.97 -0.89 1.69 -0.42
O 2.456623 0.444224 -5.240589 3.14 0.13 -1.28 0.12
C 0.400051 0.481997 -4.417610 -7.79 -1.15 -0.33 0.10
C -1.173624 0.386015 -4.663292 7.28 0.36 2.11 -0.14
C -1.659107 0.665739 -6.051487 -0.77 -0.15 0.01 -0.40
O -2.855496 0.789720 -6.186680 -0.54 0.10 -0.44 0.11
O -2.065347 0.121886 -3.685391 1.66 0.41 0.12 0.08
O 1.701418 0.972877 -7.916700 -5.45 1.75 -0.35 0.10
H -0.951678 0.869075 -8.243094 -0.73 -0.06 0.46 0.11
H 0.741297 0.074658 -3.435669 0.00 0.81 -0.95 0.12
H -1.601152 0.124861 -2.778999 -0.83 -0.09 -1.76 0.15
H 2.432963 0.515858 -7.672418 4.00 -1.99 1.47 0.05
C -1.269154 -5.285122 1.903491 0.71 4.91 3.35 0.14
C -0.867866 -3.920663 2.508652 1.08 -6.52 -6.85 -0.22
C -1.227616 -3.589506 3.804286 -3.02 -0.51 6.44 -0.41
O -0.824075 -2.586232 4.359388 0.81 0.97 -0.78 0.11
C -2.127849 -4.473135 4.629991 -1.59 -6.70 -4.77 0.15
C -2.591942 -5.862547 3.916539 -0.35 7.65 8.87 -0.12
C -2.153575 -6.221679 2.622231 2.06 4.56 -0.03 -0.50
O -2.612942 -7.161929 2.128995 -1.96 -5.31 -2.96 0.16
O -3.573148 -6.564489 4.575997 0.68 -0.65 -0.60 0.04
O 0.023941 -3.126100 1.921153 -0.72 2.08 3.49 0.07
H -1.061981 -5.674342 0.938792 0.70 0.41 -0.87 0.10
H -2.597658 -4.370478 5.615709 0.67 0.76 -0.54 0.10
H -3.779394 -6.443514 5.550357 1.06 0.63 -1.92 0.16
H 0.182553 -2.351298 2.746966 -0.28 -2.10 -2.83 0.20
C 3.778620 5.144829 -0.050926 -12.35 -4.09 -3.94 0.11
C 2.489260 4.519570 -0.661471 7.26 -1.12 -0.80 0.00
C 1.204883 5.017357 -0.324624 -4.61 0.99 0.50 -0.40
O 0.123789 4.609759 -0.811532 2.16 -0.18 0.30 0.08
C 1.145287 6.072521 0.637042 4.24 3.70 4.44 0.07
C 2.429294 6.606142 1.295991 -6.82 -0.33 -0.94 -0.11
C 3.769824 6.128569 0.824091 -0.91 3.94 5.17 -0.44
O 4.733036 6.581703 1.428177 0.61 0.10 -0.53 0.12
O 2.402323 7.498701 2.358122 -2.42 0.64 -0.90 0.01
O 2.555064 3.460802 -1.623819 2.91 4.27 3.03 0.11
H 4.596743 4.889627 -0.383343 8.14 -3.22 -3.40 0.04
H 0.196103 6.502655 1.100976 1.21 -1.02 -1.13 0.13
H 1.462331 8.013885 2.582715 3.40 -2.62 -1.44 0.22
H 1.732728 3.049020 -1.596113 -2.99 -1.19 -0.23 0.04
C 6.850143 -1.605802 1.304996 -2.18 7.81 -1.25 0.13
C 6.955760 -0.058249 1.070511 2.59 -5.51 2.75 -0.12
C 5.782396 0.769968 0.839655 -0.12 3.80 -1.96 -0.40
O 5.889059 2.019314 0.563184 0.39 -3.13 1.21 0.03
C 4.574495 0.100480 0.713883 -3.72 -6.69 0.61 0.07
C 4.363785 -1.400148 0.925572 0.06 5.01 -0.36 -0.12
C 5.502227 -2.254797 1.326930 2.69 2.24 -1.29 -0.40
O 5.414469 -3.421007 1.503441 -0.76 -2.56 0.74 0.14
O 3.179640 -1.993633 0.787422 3.47 -0.70 0.77 0.15
O 8.164515 0.557510 1.323587 -1.17 1.08 -1.02 0.03
H 7.709779 -2.167434 1.382788 1.67 -1.07 0.40 0.07
H 3.602398 0.508050 0.435680 0.61 0.86 -0.02 0.12
H 2.601453 -1.289411 0.597449 -2.47 1.35 -0.67 0.04
H 8.184660 1.584148 1.163626 -0.99 -2.74 0.19 0.17
C -5.335134 -3.396481 2.594686 4.22 3.21 -0.63 0.10
C -4.217120 -3.014282 1.662623 -4.73 0.86 7.47 -0.19
C -4.021436 -3.821888 0.537850 -0.02 -3.75 -6.45 -0.34
O -3.212397 -3.469642 -0.374060 -1.05 -0.07 2.68 0.06
C -4.877123 -5.047788 0.292209 -2.11 2.23 7.09 0.11
C -5.800528 -5.439749 1.434172 5.12 0.57 -7.69 -0.25
C -6.049959 -4.598013 2.566711 -2.13 -1.05 1.13 -0.41
O -6.893336 -4.980575 3.399704 1.31 0.90 -0.75 0.10
O -6.408956 -6.554000 1.324130 -1.10 -4.82 -2.78 0.09
O -3.360230 -1.977804 1.838295 -1.16 -2.92 -1.75 0.12
H -5.563991 -2.932015 3.577219 0.69 0.55 -1.02 0.14
H -4.618103 -5.762888 -0.411237 0.45 -0.99 -1.42 0.08
H -6.178061 -7.183708 0.403442 -0.61 3.21 3.98 0.27
H -2.882638 -2.309825 1.012178 1.36 2.08 0.12 0.11
C -0.623102 -3.826320 -3.998117 0.07 -0.97 -4.27 -0.04
C 0.152020 -4.350485 -2.851199 -0.14 -0.45 0.12 -0.46
O 0.666325 -5.466121 -2.962415 -0.56 1.63 0.74 0.05
C 0.306219 -3.454547 -1.650623 -2.34 -2.44 -3.48 0.03
H -0.457681 -4.735473 -4.727416 -0.50 1.98 0.72 0.11
H -0.208310 -2.883065 -4.531970 -0.40 -1.42 1.22 0.10
H -1.724281 -3.695793 -3.984719 0.65 0.02 0.88 0.08
H 0.690906 -4.068464 -1.019660 3.86 -3.26 4.35 0.03
H -0.538941 -3.232221 -1.132795 -3.25 1.11 0.62 0.05
H 0.793756 -2.635226 -1.894140 2.61 3.86 -0.85 0.05
C -3.469297 3.913344 1.585518 2.44 4.28 2.88 -0.01
C -2.996263 3.266284 2.851773 0.62 -1.11 0.30 -0.48
O -3.325478 3.697454 3.920617 -0.51 0.73 0.91 0.07
C -2.070682 2.067955 2.774756 3.79 2.07 1.24 -0.01
H -4.308709 4.548257 1.726500 -0.68 1.36 1.80 0.07
H -3.997558 3.454268 0.937083 -2.26 -5.00 -4.97 0.00
H -2.814573 4.624232 1.062030 0.61 -0.78 0.23 0.10
H -2.492978 1.287172 2.280603 -1.22 -2.12 -2.05 0.03
H -1.664497 1.554287 3.748493 -1.00 1.72 -1.42 0.13
H -1.132273 2.455893 2.162247 -1.80 -1.09 1.04 0.13
```
Forces are in eV/Å.

Values from the calculation:
HOMO-LUMO gap in eV: 5.89
HOMO level in eV: -6.5
Energy relative to the best compared isomer or geometry (same formula, charge and spin) in kJ/mol: 447.80
Charge: -1

Look up the energy relative to the best compared isomer or geometry (same formula, charge and spin) of the first one.
0.00 kJ/mol